# 1
ORCA calculation (ωB97M-V with the def2-TZVPD basis set) on a structure of composition Cl3O2P in a non-equilibrium geometry.

As for the gap between HOMO and LUMO: 8.3 eV. Its charge is 0. The value obtained for the energy above the lowest of the compared OMol25 structures with the same formula, charge and spin is 408.3 kJ/mol.

XYZ file:
```
6
Properties=species:S:1:pos:R:3:forces:R:3:mulliken_charge:R:1
O -1.287 -0.729 -0.259 3.82 1.02 0.78 -0.408
O 1.513 0.028 -0.262 -0.37 -0.52 0.49 -0.174
P 0.264 0.477 0.759 -1.06 -3.85 -0.88 0.615
Cl -2.838 -0.397 -0.011 -1.28 0.59 0.47 -0.032
Cl 2.269 -1.478 -0.018 -0.38 0.36 0.17 0.045
Cl 0.079 2.098 -0.210 -0.73 2.40 -1.03 -0.045
```
Forces are in eV/Å.


# 2
ORCA calculation (ωB97M-V with the def2-TZVPD basis set) on the molecule C4H11NOS2 in a non-equilibrium geometry.

As for the gap between HOMO and LUMO: 9.4 eV. Its charge is 0. The value obtained for the energy above the lowest of the compared OMol25 structures with the same formula, charge and spin is 118.9 kJ/mol.

XYZ file:
```
19
Properties=species:S:1:pos:R:3:forces:R:3:mulliken_charge:R:1
C -0.754 1.940 -3.404 0.11 -0.29 0.03 -0.746
S -1.618 1.688 -1.819 0.26 0.28 0.02 -0.085
S -0.165 1.925 -0.403 0.09 -0.84 0.09 -0.065
C 0.346 0.124 -0.100 -0.34 1.68 -0.35 -1.153
C 0.385 -0.232 1.365 -1.09 -1.45 -0.04 0.390
N -0.949 -0.018 1.946 0.49 0.20 0.32 -0.644
C 0.751 -1.730 1.399 1.14 0.17 -0.82 -0.817
O 0.886 -2.306 2.678 -0.45 0.07 -0.02 -0.514
H -1.133 1.169 -4.073 -0.04 0.18 -0.19 0.285
H -0.909 2.937 -3.806 -0.20 -0.01 0.02 0.289
H 0.317 1.787 -3.297 -0.01 -0.08 0.20 0.259
H 1.303 -0.002 -0.598 0.02 -0.26 0.00 0.455
H -0.450 -0.424 -0.598 0.17 -0.24 -0.12 0.448
H 1.184 0.300 1.883 -0.25 0.31 0.23 0.364
H -1.636 -0.426 1.319 -0.02 0.10 -0.04 0.256
H -1.025 -0.543 2.812 0.09 0.09 0.00 0.272
H 1.686 -1.798 0.818 0.13 -0.28 0.29 0.327
H 0.057 -2.357 0.837 -0.42 0.25 0.15 0.360
H 1.724 -2.034 3.041 0.34 0.11 0.25 0.318
```
Forces are in eV/Å.


Quick rundown of LUMO energy, same order as above: -0.95, 0.68 eV